(1)
{"formula": "C21H26N3OReS3SbSe4", "method": "ωB97M-V/def2-TZVPD", "symbols": ["Re", "C", "C", "N", "C", "C", "C", "S", "N", "C", "O", "C", "C", "C", "C", "C", "C", "H", "H", "H", "H", "H", "H", "H", "H", "H", "H", "H", "H", "H", "H", "H", "Se", "Sb", "Se", "Se", "Se", "S", "C", "N", "C", "C", "C", "C", "C", "C", "H", "H", "H", "H", "H", "C", "S", "C", "H", "H", "H", "H", "H", "H"], "positions_angstrom": [[1.29221, -0.46837, -0.51722], [2.82599, 2.39243, 4.00133], [1.70174, 2.93119, 3.11824], [0.53995, 2.06385, 3.08549], [-0.51927, 2.33372, 4.04219], [-1.53790, 3.30339, 3.45181], [0.39728, 1.10854, 2.18677], [1.69969, 0.91553, 1.10825], [-0.72937, 0.39813, 2.17278], [-0.99476, -0.65371, 1.44970], [-0.14198, -1.25862, 0.67086], [-2.30490, -1.28489, 1.49169], [-3.23977, -0.99140, 2.48983], [-4.44174, -1.66835, 2.50767], [-4.72335, -2.63641, 1.54862], [-3.81298, -2.91107, 0.53468], [-2.61335, -2.23629, 0.51025], [3.63063, 3.12180, 4.02965], [3.23589, 1.44999, 3.63158], [2.47589, 2.23109, 5.01754], [2.07702, 3.09561, 2.09512], [1.37209, 3.90456, 3.48748], [-0.04918, 2.75563, 4.93318], [-1.00988, 1.39454, 4.31305], [-1.07800, 4.24368, 3.14803], [-2.28869, 3.51964, 4.20363], [-2.03544, 2.86727, 2.58579], [-3.00824, -0.25784, 3.24666], [-5.15846, -1.46183, 3.28667], [-5.65138, -3.18485, 1.59511], [-4.01333, -3.66436, -0.22310], [-1.88014, -2.43098, -0.27726], [-2.45413, -4.60505, -2.44181], [-0.56975, -3.37088, -3.37267], [-1.13550, -2.35194, -5.49462], [0.79479, -5.37341, -3.72479], [0.49215, -1.86698, -1.82790], [2.68833, 2.26899, -4.02911], [2.76098, 1.20081, -2.71574], [1.61479, 0.71300, -2.28751], [0.55073, 1.22521, -3.02338], [-0.80195, 0.94569, -2.81830], [-1.72758, 1.52125, -3.65824], [-1.32102, 2.38033, -4.67950], [0.01173, 2.67375, -4.89296], [0.94935, 2.09091, -4.05308], [3.70826, 0.93063, -2.27831], [-1.12171, 0.32564, -1.97405], [-2.77535, 1.30978, -3.52070], [-2.06971, 2.83414, -5.30484], [0.32752, 3.32991, -5.68854], [3.75336, -2.21179, -2.40244], [3.24487, -1.66607, -0.73044], [2.92085, -3.33082, -0.05911], [4.38120, -3.08907, -2.27591], [4.30364, -1.41013, -2.88507], [2.87058, -2.47218, -2.99868], [2.37682, -3.92173, -0.80409], [2.32625, -3.22438, 0.84765], [3.88422, -3.77722, 0.16806]], "forces_ev_per_angstrom": [[2.0, 1.4, -0.6], [-0.2, 0.0, -0.1], [0.9, 0.5, -0.1], [0.1, -0.7, -0.7], [-0.7, 0.1, 0.5], [0.1, 0.0, 0.0], [-1.8, 0.0, 1.6], [1.5, 1.4, 0.2], [0.0, 0.9, 0.5], [0.4, -0.6, -0.1], [-0.3, 0.3, 1.1], [-0.3, -0.1, 0.0], [0.2, 0.0, -0.2], [-0.1, -0.1, 0.0], [0.1, 0.0, 0.0], [0.0, -0.1, -0.1], [0.5, 0.1, -0.2], [0.1, 0.0, 0.0], [-0.1, 0.0, -0.1], [0.0, 0.0, 0.1], [-0.2, 0.0, 0.4], [-0.1, -0.1, 0.0], [0.0, -0.1, -0.1], [0.2, 0.2, 0.0], [0.0, 0.0, 0.0], [-0.1, 0.1, 0.1], [0.0, 0.0, 0.0], [0.0, 0.1, 0.1], [-0.1, 0.0, 0.1], [-0.1, 0.0, 0.0], [-0.1, 0.2, 0.2], [-0.4, -0.1, 0.3], [0.2, 0.0, 0.3], [-2.1, -3.4, -4.4], [0.4, 0.5, 0.9], [0.0, 0.8, 0.8], [-2.1, -2.5, -1.8], [-0.4, -0.2, 0.1], [-0.1, 0.1, -0.3], [1.6, 0.6, 0.8], [-0.3, 0.1, -0.2], [-0.1, -0.1, 0.5], [0.1, 0.0, 0.1], [0.1, 0.1, -0.1], [0.0, 0.0, -0.1], [0.2, -0.3, 0.4], [0.1, 0.0, 0.1], [0.0, 0.3, -0.5], [-0.1, 0.0, 0.0], [-0.1, 0.1, -0.2], [-0.1, 0.1, -0.1], [-0.3, 0.5, 0.1], [1.4, -0.5, 0.1], [-0.3, 0.3, 0.0], [0.1, 0.0, 0.1], [0.1, 0.0, 0.0], [0.1, 0.0, 0.2], [0.1, 0.1, 0.1], [0.1, 0.0, 0.0], [0.1, 0.0, 0.0]], "lowdin_spin": [0.035, 0.000, 0.001, 0.001, 0.000, 0.000, 0.001, 0.006, 0.001, 0.000, -0.002, 0.000, 0.000, 0.000, 0.001, 0.008, 0.003, 0.000, 0.000, 0.000, 0.000, 0.000, 0.000, 0.000, 0.000, 0.000, 0.000, 0.000, 0.000, 0.000, 0.010, 0.001, 0.698, -0.013, -0.001, 0.284, -0.042, 0.000, 0.000, 0.000, 0.000, 0.000, 0.000, 0.000, 0.000, 0.000, 0.000, 0.000, 0.000, 0.000, 0.000, -0.001, 0.006, 0.002, 0.000, 0.000, 0.001, 0.000, 0.000, 0.000], "fmax_ev_per_a": 5.95, "lumo_energy_ev": [-9.136, -9.081], "charge": 2, "gap_ev": [3.78, 3.78], "e_homo_ev": [-12.9, -12.9], "spin_multiplicity": 2}

(2)
{"formula": "C21H26N4O3", "method": "ωB97M-V/def2-TZVPD", "symbols": ["C", "H", "H", "H", "C", "C", "N", "O", "C", "C", "H", "H", "N", "C", "O", "C", "H", "H", "C", "C", "N", "N", "C", "O", "C", "H", "H", "C", "C", "C", "C", "C", "C", "C", "C", "C", "H", "H", "H", "H", "H", "H", "H", "H", "H", "H", "H", "H", "H", "C", "H", "H", "H", "H"], "positions_angstrom": [[4.05454, 3.07513, -3.46387], [4.63996, 3.48730, -2.67757], [3.52608, 3.80992, -4.08007], [4.47268, 2.41375, -4.07936], [2.75380, 2.65061, -2.65889], [2.23170, 3.48014, -1.82974], [2.83032, 4.65849, -1.50764], [1.63592, 5.21580, -0.73705], [0.64970, 4.37888, -0.54836], [0.89337, 3.20355, -1.12829], [0.26482, 2.19453, -1.40909], [-0.12902, 4.68669, 0.02907], [1.83591, 2.01257, -3.55911], [1.78704, 0.40252, -3.68347], [2.40081, -0.13698, -2.98554], [0.86359, -0.12429, -4.56102], [-0.00783, 0.65319, -4.63103], [1.28656, -0.42647, -5.46063], [0.01454, -1.44275, -3.80575], [-0.37090, -0.94806, -2.57658], [-0.74437, 0.41107, -2.22843], [-1.07048, 0.22619, -1.06737], [-1.30922, -1.04495, -0.67884], [-0.70483, -1.83121, -1.64613], [-2.10155, -1.51921, 0.51177], [-2.62475, -2.32962, 0.48305], [-2.28674, -0.55226, 1.32084], [-0.77950, -2.22527, 1.40203], [-1.04249, -2.75568, 2.73639], [-1.68115, -1.80645, 3.85091], [-2.19153, -2.58116, 4.98273], [-1.26546, -2.64372, 6.01700], [-1.50691, -3.48958, 7.19356], [-2.76394, -3.81568, 7.41116], [-3.69912, -3.65710, 6.38190], [-3.43086, -3.20778, 5.13695], [-4.30580, -2.79985, 4.44493], [-4.50253, -4.23416, 6.51723], [-3.03513, -4.51032, 8.20952], [-0.66350, -3.67349, 7.80583], [-0.03900, -2.39647, 6.05940], [-0.73707, -1.11857, 3.89159], [-2.54641, -1.21953, 3.33757], [-0.26341, -3.18936, 3.26227], [-1.98701, -3.47679, 2.38528], [-0.23262, -2.86333, 1.02024], [0.05060, -1.28795, 1.86263], [0.95635, -2.01653, -3.36822], [-0.73497, -1.89187, -4.47023], [1.12048, 2.70910, -4.57108], [-0.05793, 2.62560, -4.11083], [1.31998, 3.71486, -4.31891], [0.91358, 2.37557, -5.40864], [3.34461, 1.62785, -2.04180]], "forces_ev_per_angstrom": [[-4.6, 3.7, 2.7], [1.2, 0.7, -0.1], [1.2, 0.8, -0.2], [1.6, -3.2, -1.9], [7.9, -11.4, -6.3], [-4.1, 7.0, 7.7], [-5.5, -2.2, 0.5], [2.6, 2.4, 0.6], [2.2, -1.7, -1.6], [0.8, -2.6, -3.2], [1.7, 3.1, 1.2], [-2.0, 1.1, 1.5], [-0.2, -5.3, -1.7], [-5.1, 12.8, -5.3], [9.7, -8.8, 10.4], [-7.8, -1.1, -0.4], [1.7, -1.4, -0.7], [0.4, -0.4, -1.8], [6.2, 0.8, -2.5], [-3.2, 4.2, 1.1], [4.6, -5.6, -6.0], [-5.7, -0.8, 9.1], [0.5, 2.7, -1.0], [-1.3, 1.0, 0.7], [8.8, 5.8, 4.3], [-4.3, -4.2, -0.8], [-0.2, -3.0, -3.0], [-2.4, 10.8, 5.5], [-7.6, -1.1, -0.1], [0.3, 1.7, -4.8], [2.8, 1.2, 1.4], [3.4, -2.7, 2.5], [1.9, 3.5, -2.7], [-2.0, -2.3, 0.3], [1.8, -0.4, 0.4], [-1.5, 3.6, -1.6], [1.9, -1.8, 1.1], [-3.8, -1.4, 0.6], [-0.1, 0.5, 0.1], [0.4, -0.3, 0.8], [-3.7, 0.1, -1.1], [-2.0, -0.6, 1.3], [1.5, -0.7, 0.9], [1.7, -1.6, 0.3], [2.3, 0.5, 1.8], [5.0, -5.9, -5.1], [-2.0, -1.9, -2.5], [-1.8, -0.3, -2.0], [0.6, -0.2, 0.3], [-3.1, 3.0, 11.5], [2.0, 0.7, -1.2], [0.1, 1.6, -1.2], [-0.3, -2.9, -8.5], [-2.3, 2.6, -1.2]], "nbo_charge": [-0.590, 0.218, 0.196, 0.206, -0.088, 0.124, -0.117, -0.352, 0.155, -0.360, 0.282, 0.205, -0.518, 0.736, -0.522, -0.514, 0.256, 0.246, -0.450, 0.414, -0.260, -0.284, 0.406, -0.384, -0.440, 0.217, 0.281, -0.299, -0.369, -0.403, -0.080, -0.194, -0.184, -0.229, -0.191, -0.209, 0.221, 0.200, 0.211, 0.210, 0.215, 0.226, 0.198, 0.217, 0.156, 0.169, 0.144, 0.263, 0.251, -0.385, 0.140, 0.220, 0.183, 0.258], "fmax_ev_per_a": 16.68, "lumo_energy_ev": 0.581, "gap_ev": 8.57, "e_homo_ev": -8.0, "smiles": "C[C@@H](c1ccon1)N(C)C(=O)CCc1nnc(CCCCc2ccccc2)o1"}

(3)
{"formula": "C21H26N6O4", "method": "ωB97M-V/def2-TZVPD", "symbols": ["C", "C", "H", "H", "O", "C", "O", "C", "C", "H", "H", "C", "N", "C", "O", "C", "H", "H", "C", "C", "N", "N", "C", "C", "C", "C", "N", "N", "N", "H", "C", "C", "C", "C", "C", "O", "H", "H", "H", "H", "H", "H", "H", "H", "H", "C", "C", "H", "H", "H", "H", "H", "H", "H", "H", "H", "H"], "positions_angstrom": [[8.38902, 0.96640, -1.75073], [7.19786, 0.03357, -1.64804], [7.02929, -0.50548, -2.58693], [7.33484, -0.70670, -0.85197], [6.03587, 0.81471, -1.35355], [4.89413, 0.15000, -1.17701], [4.80668, -1.04867, -1.26261], [3.76882, 1.11184, -0.84289], [2.53767, 0.88101, -1.72920], [2.82966, 0.85783, -2.78018], [1.85289, 1.71946, -1.58311], [1.82409, -0.42718, -1.37332], [1.47592, -0.43530, 0.02782], [0.24670, -0.38125, 0.57905], [0.09225, -0.29859, 1.78786], [-0.95676, -0.43243, -0.34627], [-0.82630, -1.16541, -1.14248], [-1.80648, -0.73352, 0.27007], [-1.25950, 0.95660, -0.93252], [-2.56388, 0.93657, -1.63468], [-2.78557, 1.01687, -2.92748], [-4.09114, 0.93044, -3.16112], [-4.69892, 0.79062, -2.00008], [-6.04866, 0.64309, -1.61487], [-6.31124, 0.51554, -0.29005], [-5.23487, 0.53528, 0.66462], [-3.97841, 0.66131, 0.31351], [-3.74947, 0.79025, -0.99181], [-5.51992, 0.48236, 1.99013], [-6.42139, 0.10465, 2.23926], [-4.46352, 0.29524, 2.96708], [-3.97149, -1.11689, 3.00979], [-2.72968, -1.65426, 2.85537], [-2.89314, -3.05777, 2.97870], [-4.21782, -3.26706, 3.19311], [-4.88557, -2.09882, 3.21570], [-4.79335, -4.15975, 3.33846], [-2.12523, -3.80065, 2.91328], [-1.81254, -1.12611, 2.68578], [-3.63010, 0.94393, 2.69592], [-4.86251, 0.59309, 3.94147], [-7.31993, 0.39931, 0.07478], [-6.81562, 0.63377, -2.37136], [-0.49376, 1.26918, -1.64108], [-1.31100, 1.67612, -0.11121], [2.64426, -0.35194, 0.88151], [3.37688, 0.96527, 0.63673], [4.26463, 1.01779, 1.26873], [2.71726, 1.79346, 0.90404], [2.30701, -0.41574, 1.91720], [3.30309, -1.19596, 0.65704], [0.94342, -0.54591, -2.00039], [2.50475, -1.26421, -1.56124], [4.15894, 2.11989, -1.01293], [9.28291, 0.39278, -1.97710], [8.22563, 1.69665, -2.53854], [8.53331, 1.49471, -0.81223]], "forces_ev_per_angstrom": [[-0.5, -0.1, 0.1], [0.3, -0.4, -0.1], [0.0, 0.0, 0.2], [0.0, 0.1, -0.2], [0.3, 0.4, 0.0], [-0.3, 0.3, 0.0], [0.1, -0.2, 0.0], [0.0, 0.1, 0.0], [0.1, -0.3, 0.0], [0.0, 0.0, -0.1], [0.0, 0.0, 0.0], [-0.1, 0.1, -0.5], [0.3, -0.1, 0.0], [-0.4, -0.2, -0.3], [-0.2, 0.1, 0.4], [0.1, 0.1, 0.2], [0.0, 0.0, 0.0], [0.1, 0.0, 0.0], [-0.1, -0.2, 0.1], [0.1, 0.1, 0.3], [0.9, 0.1, 0.1], [-1.2, -0.1, -0.3], [0.7, 0.0, 0.2], [-0.2, -0.1, 0.5], [-0.1, 0.0, -0.5], [0.6, 0.2, -0.7], [-0.1, -0.1, 1.2], [-0.6, 0.0, -1.3], [-0.4, 0.0, 0.4], [0.1, 0.0, -0.1], [-0.1, -0.3, 0.1], [0.8, 0.3, -0.2], [-0.6, 0.4, 0.1], [-0.5, -0.3, 0.1], [0.7, -0.5, -0.1], [-0.4, 0.3, 0.1], [-0.2, -0.1, 0.0], [0.1, -0.2, 0.0], [0.2, 0.2, -0.1], [-0.1, -0.1, 0.2], [0.1, 0.0, -0.1], [-0.1, 0.0, 0.0], [-0.1, 0.0, 0.0], [0.0, 0.1, 0.0], [0.1, 0.0, 0.0], [0.1, 0.1, 0.5], [0.0, -0.2, -0.1], [0.0, 0.1, 0.1], [0.0, 0.0, 0.0], [0.1, 0.0, -0.2], [-0.1, 0.0, 0.1], [0.0, 0.0, 0.1], [-0.2, 0.1, -0.1], [-0.1, -0.1, 0.0], [0.1, 0.0, 0.0], [0.1, 0.1, -0.1], [0.1, 0.1, 0.1]], "nbo_charge": [-0.622, -0.074, 0.188, 0.189, -0.509, 0.807, -0.618, -0.311, -0.399, 0.219, 0.209, -0.227, -0.436, 0.694, -0.660, -0.496, 0.219, 0.252, -0.427, 0.299, -0.263, -0.270, 0.215, -0.132, -0.275, 0.386, -0.325, -0.151, -0.572, 0.395, -0.265, 0.234, -0.266, -0.324, 0.083, -0.419, 0.200, 0.228, 0.257, 0.247, 0.215, 0.222, 0.239, 0.229, 0.233, -0.239, -0.396, 0.216, 0.215, 0.250, 0.212, 0.215, 0.227, 0.233, 0.218, 0.214, 0.213], "fmax_ev_per_a": 1.44, "lumo_energy_ev": 0.349, "gap_ev": 8.84, "e_homo_ev": -8.5, "smiles": "CCOC(=O)C1CCN(C(=O)CCc2nnc3ccc(NCc4ccco4)nn23)CC1"}

(4)
{"formula": "C21H26N8PtS", "method": "ωB97M-V/def2-TZVPD", "symbols": ["Pt", "N", "C", "N", "C", "N", "N", "C", "C", "C", "C", "C", "C", "N", "C", "C", "C", "C", "C", "C", "H", "H", "H", "H", "H", "H", "H", "H", "H", "H", "H", "N", "C", "C", "C", "C", "N", "H", "H", "H", "H", "H", "H", "H", "H", "H", "H", "H", "H", "S", "C", "C", "N", "C", "H", "H", "H"], "positions_angstrom": [[8.73279, 10.89209, 8.84852], [6.17978, 15.78104, 8.90074], [6.80598, 14.72910, 8.29389], [7.51817, 13.84447, 8.89228], [7.78273, 14.01751, 10.27252], [8.57460, 13.30693, 10.96231], [9.34033, 12.29877, 10.40866], [10.49782, 12.08592, 10.93102], [11.48988, 11.20571, 10.35687], [12.55529, 10.79631, 11.09458], [13.47831, 9.89530, 10.51885], [13.25643, 9.48959, 9.22526], [12.13186, 9.97178, 8.54154], [11.22847, 10.74397, 9.08636], [7.18866, 15.21255, 10.94671], [7.48911, 15.60582, 12.20187], [7.00761, 16.81882, 12.75402], [6.16750, 17.66738, 12.03294], [5.81480, 17.31851, 10.74584], [6.35145, 16.08676, 10.21355], [5.64782, 16.36380, 8.26172], [6.69850, 14.68632, 7.21676], [10.79410, 12.66436, 11.80576], [12.72260, 11.11407, 12.11126], [14.30788, 9.55641, 11.15645], [13.99144, 8.87436, 8.71581], [11.98958, 9.69197, 7.51619], [8.15416, 15.00454, 12.78105], [7.31274, 17.08311, 13.75602], [5.80012, 18.60692, 12.46436], [5.14777, 17.92879, 10.16581], [9.14852, 11.46661, 6.83267], [8.49137, 10.71994, 5.71156], [7.01175, 10.49062, 5.98836], [6.79582, 9.22617, 6.87118], [5.98474, 9.54988, 8.09256], [6.56118, 10.66822, 8.91085], [8.88578, 12.45096, 6.81657], [10.16344, 11.42718, 6.72508], [9.02939, 9.76606, 5.59403], [8.64586, 11.29056, 4.79821], [6.50787, 10.35540, 5.01453], [6.56468, 11.39862, 6.41575], [7.76423, 8.80633, 7.12957], [6.24292, 8.45166, 6.30858], [5.87954, 8.63778, 8.72868], [4.98141, 9.86532, 7.79294], [6.27200, 10.47603, 9.85567], [6.17151, 11.55733, 8.60802], [9.45153, 6.33862, 8.96184], [8.62585, 6.78679, 10.39155], [8.46564, 8.12633, 10.46807], [9.01177, 8.78735, 9.35080], [9.52910, 7.95544, 8.49036], [8.29118, 6.03540, 11.09380], [7.95362, 8.68063, 11.23651], [10.07784, 8.21872, 7.59288]], "forces_ev_per_angstrom": [[0.6, -0.3, 0.7], [-0.1, 0.2, -0.1], [0.1, -0.2, 0.3], [0.6, -0.4, 0.6], [-0.9, 1.0, -0.9], [0.9, -0.7, 0.6], [-0.6, -0.2, -0.8], [0.4, 0.6, 0.3], [-1.4, -0.4, -0.8], [1.2, -0.6, 0.1], [-0.2, 0.2, 0.8], [0.8, 0.2, 0.0], [0.3, -0.4, 0.0], [-0.4, 0.9, 1.0], [-0.1, -0.3, -0.5], [0.4, 0.1, 0.8], [0.1, -0.1, 0.2], [-0.6, 0.6, -0.7], [0.4, -0.7, 0.9], [-0.3, 0.5, -1.2], [-0.2, 0.4, 0.3], [-0.2, 0.0, 0.0], [-0.2, 0.0, 0.0], [-0.1, 0.3, 0.1], [-0.3, 0.0, -0.7], [-0.2, -0.1, 0.0], [-0.1, -0.2, -0.4], [0.3, -0.3, 0.4], [0.0, 0.0, 0.1], [0.2, -0.5, -0.1], [-0.1, 0.2, -0.3], [0.5, -0.1, -0.3], [-0.1, -0.1, -0.1], [0.0, -0.7, -0.7], [-0.5, 0.6, -0.7], [-0.5, -0.9, 0.3], [0.1, -0.2, -0.3], [0.0, 0.1, -0.1], [-0.1, 0.2, 0.0], [-0.2, 0.3, 0.0], [0.1, 0.1, -0.1], [0.2, 0.1, 0.4], [0.1, -0.1, 0.0], [-0.1, -0.1, 0.1], [0.4, 0.3, 0.2], [0.1, 0.8, -0.3], [0.0, -0.2, 0.1], [-0.2, 0.4, 0.5], [-0.1, -0.1, 0.2], [-0.2, 0.0, 0.1], [0.0, -0.1, 0.1], [0.2, 0.3, -0.9], [-0.6, 0.5, 0.8], [0.9, -0.9, -0.2], [0.0, 0.1, 0.0], [0.1, 0.0, 0.1], [-0.3, 0.2, 0.1]], "lowdin_spin": [1.786, 0.133, 0.007, 0.083, 0.002, 0.142, 0.204, 0.044, 0.009, 0.009, -0.002, 0.012, 0.011, 0.105, 0.055, 0.087, 0.253, 0.008, 0.127, 0.173, 0.002, 0.000, 0.007, 0.001, 0.000, 0.001, 0.002, 0.003, 0.010, -0.002, 0.003, 0.218, 0.027, 0.003, 0.011, 0.015, 0.142, 0.010, 0.005, 0.001, 0.010, 0.000, 0.000, 0.004, 0.001, 0.000, 0.004, 0.007, 0.004, 0.017, 0.010, 0.019, 0.200, 0.017, 0.001, 0.001, 0.002], "fmax_ev_per_a": 1.73, "lumo_energy_ev": [-12.343, -14.904], "charge": 4, "gap_ev": [8.09, 5.78], "e_homo_ev": [-20.4, -20.7], "spin_multiplicity": 5}

Going through the records in order, we get ΔE to the lowest compared entry with this formula, charge and spin values of 4.550 20.254 1.399 0.393 eV.
Going through the records in order, we get electronic energy values of -12173.45961 -1259.91302 -1445.32924 -1769.76565 Ha.